16
Properties=species:S:1:pos:R:3:forces:R:3 method="wB97M-V/def2-TZVPD" lumo_ev=-6.9 de_lowest_ev=1.958 e_tot_ev=-10657.0654 charge=+2 homo_energy_ev=-17.5 orbital_gap_ev=10.6
C -1.89067 0.64211 1.39904 0.64 -0.50 1.60
N -2.91780 0.37316 0.96716 0.12 0.12 -0.71
N -0.87017 0.75357 2.18452 1.96 -1.32 -0.98
N 1.23622 -0.37050 -0.46046 -1.74 -0.24 1.27
N -4.01284 0.42889 0.30501 -3.54 -1.32 -2.19
N 1.43820 0.10328 -1.76313 -0.64 3.62 -0.77
O 2.42075 -1.23810 -0.21689 -1.69 -1.42 -3.86
H -0.03055 0.11037 2.03000 -1.74 1.44 0.48
H -0.97297 1.28701 3.03110 0.26 0.33 0.18
H -4.78543 -0.19490 0.69284 1.53 1.02 -0.60
H 2.12693 -2.07771 0.11228 -0.55 -1.42 0.21
H -4.01478 0.40992 -0.77093 0.53 0.32 2.30
H 2.02293 1.06023 -1.70057 -1.82 -2.16 -1.08
H 0.49533 0.15188 -2.33693 1.86 0.61 1.76
H 1.90229 -0.53313 -2.34475 1.64 -1.42 -1.17
H 2.93102 -0.85434 0.40724 3.18 2.35 3.54